The following is a quantum chemistry calculation of 11 unconnected molecules or ions with the total composition C64H153N11O11, from the OMol25 dataset.

Calculated values
HOMO level ... -8.44 eV
E ... -107752.671 eV
Frontier orbital gap ... 8.9 eV
Relative energy (zero: lowest compared OMol25 entry of this formula, charge and spin) ... 58.8 kcal/mol
Structure (SMILES) ... CC1(C)CCCC(C)(C)N1O.CC1(C)CCCC(C)(C)N1O.CC1(C)CCCC(C)(C)N1O.CC1(C)CCCC(C)(C)N1O.COC[C@H](C)N.COC[C@H](C)N.COC[C@H](C)N.COC[C@H](C)N.COC[C@H](C)N.COC[C@H](C)N.COC[C@H](C)N

Element x y z (Å)
C -26.6568 19.4990 9.3934
C -26.4251 18.6811 10.6246
C -26.7695 17.2135 10.2471
C -24.9497 18.6751 11.0310
C -24.6889 18.0673 12.4099
C -25.6038 18.8277 13.4352
C -27.1169 18.7801 13.1048
C -27.5602 17.2759 13.3771
C -27.9304 19.7074 14.0434
N -27.2198 19.2514 11.7260
O -28.5921 19.0691 11.3136
H -26.4025 20.5292 9.4875
H -25.9793 19.0759 8.6629
H -27.6619 19.4588 9.0686
H -26.1181 16.8468 9.4841
H -26.7792 16.5122 11.0908
H -27.7496 17.2392 9.8392
H -24.3867 18.2174 10.2048
H -24.5490 19.6964 11.1648
H -25.0937 17.0435 12.4193
H -23.6465 18.0967 12.7122
H -25.4184 19.9173 13.4409
H -25.4988 18.4271 14.4276
H -26.7500 16.5599 13.2045
H -28.3340 17.0165 12.6642
H -27.9424 17.0913 14.4092
H -28.9997 19.6683 13.7364
H -27.4800 20.6996 13.9869
H -27.7272 19.3434 15.0408
H -29.0094 19.8848 11.4620
C -20.6056 15.4759 9.9990
C -21.8444 14.8097 10.6789
C -22.1063 15.3331 12.0377
C -23.0094 15.1205 9.7561
C -22.8862 14.4087 8.4392
C -23.0522 12.8806 8.7185
C -21.8459 12.4598 9.6155
C -22.1588 11.1032 10.2259
C -20.6185 12.3971 8.7567
N -21.7702 13.3602 10.8223
O -20.5680 13.1017 11.5443
H -19.7405 15.4803 10.5971
H -20.4742 15.0699 8.9765
H -20.8363 16.5552 9.9091
H -21.2949 15.1187 12.6926
H -22.2413 16.4065 11.8648
H -23.0061 14.9530 12.4834
H -23.9557 14.7520 10.2611
H -23.2021 16.1722 9.7843
H -23.6195 14.8039 7.7035
H -21.9348 14.6275 8.0461
H -23.1959 12.3434 7.7387
H -23.9905 12.7159 9.2442
H -21.3965 10.7856 10.8942
H -22.2738 10.3802 9.4298
H -23.0532 11.1928 10.7884
H -19.6487 12.4750 9.3229
H -20.5917 13.1334 7.9325
H -20.6241 11.4002 8.3179
H -21.0253 12.7498 12.3157
C -26.6400 10.3889 12.3912
C -26.4163 11.8000 12.9043
C -25.7621 11.7230 14.3231
C -25.5629 12.6041 11.9076
C -26.2852 13.0007 10.5821
C -27.6024 13.6450 10.8760
C -28.5313 12.8699 11.8774
C -29.5998 13.8576 12.3738
C -29.1989 11.7731 11.0827
N -27.7095 12.4925 12.9912
O -28.5331 11.6466 13.7926
H -26.9700 10.2621 11.3600
H -25.8228 9.7438 12.5903
H -27.3980 9.9416 12.9405
H -24.7553 11.3230 14.1364
H -25.7566 12.7030 14.7583
H -26.3902 11.1609 15.0502
H -25.2615 13.5751 12.3206
H -24.6459 12.0669 11.7387
H -25.5937 13.6586 9.9931
H -26.3997 12.1484 9.8448
H -28.1199 13.7945 9.9125
H -27.3524 14.6514 11.3122
H -29.8747 14.4714 11.4934
H -29.2528 14.4224 13.1790
H -30.5373 13.3595 12.6986
H -30.0975 12.1954 10.5836
H -29.5276 10.9157 11.6779
H -28.5234 11.3646 10.3412
H -28.7121 12.1138 14.5950
C -21.8255 6.2680 8.5929
C -20.3313 6.0594 8.6896
C -19.9323 4.7703 7.9681
C -19.6614 7.2465 7.9716
C -19.7299 8.5247 8.8427
C -19.0429 8.3022 10.2236
C -19.6802 7.1361 10.9503
C -18.7198 6.7375 12.0564
C -20.9535 7.7155 11.5062
N -19.7816 5.9640 10.0529
O -20.4601 4.9300 10.8389
H -22.3803 5.4425 9.1060
H -22.2322 7.2038 9.0393
H -22.1471 6.2225 7.5694
H -20.2617 4.9270 6.9569
H -18.8550 4.6708 8.1236
H -20.4068 3.9051 8.4203
H -18.7243 6.9347 7.5395
H -20.2101 7.3299 7.0018
H -19.4063 9.3641 8.2593
H -20.7851 8.8036 9.0380
H -19.1125 9.2479 10.8521
H -17.9502 8.1520 10.1503
H -19.0729 6.0084 12.7807
H -18.3750 7.6322 12.5586
H -17.8022 6.3102 11.5973
H -21.6483 8.0955 10.7288
H -20.7902 8.5704 12.2598
H -21.5111 7.0138 12.1832
H -21.3617 5.2192 10.8445
C -25.0437 15.5433 15.3525
O -23.8122 15.5248 16.1110
C -23.2306 16.8519 16.2231
C -22.2325 16.8087 17.3564
C -22.7969 16.5583 18.7527
N -21.3072 17.9916 17.4302
H -25.6096 16.4678 15.5929
H -25.5214 14.5722 15.5467
H -24.9372 15.5866 14.2499
H -22.6171 17.1094 15.3065
H -24.0891 17.5662 16.3069
H -21.5828 15.9886 17.1223
H -21.8847 16.4583 19.3286
H -23.5119 15.7446 18.8958
H -23.2987 17.4955 19.1142
H -20.4520 17.7745 16.9189
H -21.1535 18.1895 18.4009
C -24.1235 13.1622 4.2266
O -25.0357 13.2724 5.2604
C -26.3653 13.5711 4.9506
C -27.3413 13.3611 6.1499
C -27.1074 14.5061 7.2088
N -27.2484 12.0326 6.6912
H -23.2721 12.5569 4.5820
H -23.7378 14.1274 3.9398
H -24.4901 12.6828 3.2819
H -26.4237 14.6013 4.6500
H -26.6005 12.9320 4.0745
H -28.3056 13.6414 5.6690
H -27.8635 14.3838 7.9652
H -27.1996 15.5174 6.7487
H -26.1201 14.4339 7.6315
H -26.2899 11.8126 6.9673
H -27.8501 11.9287 7.4905
C -16.7934 11.6862 10.4844
O -16.0477 12.6501 9.7849
C -15.7219 12.3588 8.4253
C -14.8542 13.5109 7.8088
C -15.6618 14.7667 7.6219
N -14.3970 13.1215 6.5040
H -17.3073 12.2243 11.2252
H -16.0833 10.9026 10.9430
H -17.5333 11.1202 9.9191
H -15.0961 11.4156 8.3872
H -16.6388 12.1527 7.8162
H -14.1247 13.7832 8.5959
H -15.1059 15.6398 7.4292
H -16.1267 14.9676 8.6141
H -16.5083 14.7373 6.9623
H -13.6012 12.4954 6.5529
H -14.1286 13.8146 5.8010
C -18.9887 22.6880 10.6724
O -19.5088 21.7302 11.5123
C -20.8447 21.3055 11.1507
C -21.1544 20.0930 12.0154
C -21.3335 20.4719 13.4761
N -20.2535 18.9673 11.8183
H -19.4407 22.6181 9.6867
H -17.9062 22.5157 10.6341
H -19.1789 23.7312 11.0177
H -21.6061 22.1139 11.3540
H -20.8897 20.9350 10.1288
H -22.1940 19.7332 11.7880
H -20.4078 20.7858 13.9092
H -21.8032 19.6384 14.0222
H -21.9574 21.3602 13.5594
H -20.2737 18.6409 10.8285
H -19.3197 19.1781 12.1594
C -22.3351 13.1875 14.9783
O -21.9078 12.4210 13.8537
C -21.9769 11.0297 14.1664
C -20.8097 10.5474 15.0003
C -19.5421 10.6440 14.1144
N -21.1797 9.2130 15.5562
H -23.2065 12.7727 15.4722
H -22.5833 14.1427 14.5281
H -21.5795 13.2593 15.7632
H -22.8399 10.8194 14.8598
H -22.0668 10.4612 13.2477
H -20.6699 11.1923 15.8172
H -19.3703 11.6593 13.8047
H -19.7526 10.1048 13.2080
H -18.6476 10.2785 14.6275
H -20.9461 8.4469 14.8679
H -20.5592 9.0258 16.3898
C -21.7357 18.6706 7.9032
O -20.6117 18.7894 8.7207
C -19.5221 18.2318 8.0712
C -18.2575 18.3423 8.9180
C -17.5876 19.7151 9.0297
N -17.2178 17.5313 8.2627
H -21.7469 17.6514 7.4049
H -21.7537 19.4241 7.1044
H -22.5504 18.8931 8.5630
H -19.7701 17.1390 7.8211
H -19.3434 18.7023 7.0929
H -18.5583 18.0422 9.9418
H -16.6646 19.6682 9.6159
H -18.2909 20.3030 9.5813
H -17.3302 20.1126 8.0062
H -17.4691 16.5404 8.2894
H -16.3332 17.7263 8.6637
C -16.5873 15.7372 11.2264
O -16.7188 16.3378 12.4457
C -18.0600 16.2294 12.8967
C -18.2202 16.6669 14.3369
C -17.4677 15.7404 15.2779
N -19.5917 16.8330 14.8156
H -16.7408 14.6515 11.2517
H -15.6646 16.0005 10.7833
H -17.3325 16.1409 10.5072
H -18.6766 16.7429 12.2078
H -18.3641 15.1486 12.9437
H -17.7481 17.6542 14.3660
H -16.4503 15.5730 14.8725
H -18.0214 14.8121 15.2625
H -17.5133 16.1595 16.3569
H -20.2213 17.3854 14.2060
H -19.9518 15.9050 14.9458

Cartesian forces (eV/Å) of the 3 atoms listed first:
1.09 -0.17 -0.18
0.58 -1.15 1.07
-0.39 0.45 1.16

---

The following is a quantum chemistry calculation of 23 unconnected molecules or ions with the total composition C18H65NO26, from the OMol25 dataset.

Calculated values
HOMO level ... -8.51 eV
E ... -74444.446 eV
Frontier orbital gap ... 8.0 eV

Element x y z (Å)
C 2.6037 -1.3039 1.2699
C 2.7030 -0.1308 0.1802
C 1.7593 1.0940 0.5192
C 2.5739 -0.6842 -1.2931
C 1.1143 -0.8322 -1.8120
C 0.8431 -0.4774 -3.1060
C -0.6237 -0.5722 -3.6349
O -0.9026 -0.8332 -4.7868
C -1.7153 -0.2544 -2.5556
C -2.9596 0.4327 -2.8520
C -3.8857 0.7083 -1.7280
C -5.2446 1.4699 -1.9486
C -5.0264 2.9042 -2.5768
C -5.2158 4.0748 -1.5125
C -4.3095 5.3346 -1.8961
O -4.7955 6.3344 -2.3461
O -2.9073 5.2617 -1.7001
C -3.5882 0.2992 -0.3508
C -2.3179 -0.4030 -0.0343
N -1.9375 -0.8289 1.2702
C -1.4264 -0.6549 -1.1597
C -0.0546 -1.3551 -0.9144
O 0.0892 -2.2567 -0.1207
H 2.3803 -2.2987 0.7866
H 1.8150 -1.1132 2.0384
H 3.6126 -1.4459 1.7484
H 3.7610 0.2504 0.2782
H 1.2533 0.9133 1.5043
H 0.9969 1.3350 -0.2651
H 2.3776 2.0289 0.6485
H 3.2453 -0.1047 -1.9843
H 3.0109 -1.7239 -1.2797
H 1.6751 -0.1055 -3.7502
H -3.1656 0.7331 -3.9026
H -5.7543 1.5667 -0.9513
H -5.9205 0.8952 -2.6339
H -5.7751 3.1317 -3.4095
H -4.0018 3.0423 -3.0227
H -6.2777 4.3908 -1.3802
H -4.8490 3.7231 -0.5101
H -2.5488 4.7195 -2.4328
H -4.3199 0.5040 0.4624
H -2.3776 -0.2763 2.0119
H -2.0552 -1.8324 1.4124
O 4.0734 -1.9953 4.0257
H 3.5003 -2.6383 4.4635
H 4.3788 -1.4279 4.7447
O -4.1990 5.1089 1.2405
H -3.7162 5.2888 2.0585
H -3.5838 5.3621 0.5416
O -3.2578 1.6352 2.6466
H -3.8686 2.2632 2.2418
H -2.3866 2.0168 2.4796
O -4.1895 7.0642 3.7842
H -3.9124 7.9890 3.7387
H -5.1374 7.0951 3.6103
O -1.7796 7.9996 -1.8115
H -2.6579 7.7172 -2.0966
H -1.2303 7.2221 -1.9494
O 3.3824 -4.0498 -1.9898
H 2.4223 -4.1094 -2.0674
H 3.6827 -4.9602 -2.0878
O 3.3300 -4.5166 5.7083
H 2.6394 -5.1500 5.9379
H 4.1055 -4.8438 6.1739
O 1.1546 0.0500 -7.2849
H 0.5520 -0.4578 -6.7236
H 0.6843 0.1293 -8.1229
O -7.8077 3.7995 -3.3898
H -7.5321 4.7236 -3.4429
H -8.7540 3.8321 -3.5728
O 3.4327 -6.8562 7.1049
H 3.8673 -6.9853 7.9554
H 3.4920 -7.7227 6.6752
O -1.9661 -2.0714 -7.5059
H -1.4705 -1.8847 -6.6979
H -1.3667 -1.8163 -8.2153
O -0.1469 4.1756 -0.8089
H 0.1290 5.0975 -0.8664
H -1.0945 4.2027 -0.9865
O 4.8691 -0.6463 6.7611
H 5.6365 -0.2089 7.1474
H 4.8470 -1.5081 7.1939
O 4.3806 -8.6899 5.0600
H 3.9755 -8.8895 4.2083
H 5.2105 -8.2574 4.8294
O 1.7749 -6.4538 3.8102
H 2.0650 -5.5337 3.7657
H 0.8317 -6.4101 3.6119
O 3.4125 -1.7691 -7.0558
H 2.7914 -1.1329 -7.4404
H 4.2797 -1.3905 -7.2346
O -1.2802 -4.2913 1.7047
H -1.7025 -4.5119 0.8670
H -0.4692 -3.8330 1.4428
O 4.8753 -1.7085 -2.9560
H 4.1970 -2.3539 -2.7139
H 5.6677 -2.0201 -2.4996
O 4.0665 1.1141 3.7065
H 4.5067 0.9942 4.5555
H 4.1359 0.2479 3.2827
O 0.9615 -6.1580 0.7267
H 0.0187 -6.2296 0.5410
H 1.1632 -6.9550 1.2307
O 7.6364 -2.9767 -2.7827
H 8.0302 -2.7650 -3.6366
H 8.1082 -3.7665 -2.4962
O -3.4587 9.7476 5.1401
H -4.0205 9.1008 5.5845
H -3.1378 10.3082 5.8550

Cartesian forces (eV/Å) of the 3 atoms listed first:
0.45 -0.27 -0.68
0.24 -0.18 0.52
0.43 0.27 0.24

---

The following is a quantum chemistry calculation of a single HNP4 molecule, from the OMol25 dataset.

Calculated values
HOMO level (spin up / spin down) ... -7.91 / -7.92 eV
E ... -38657.624 eV
Frontier orbital gap (spin up / spin down) ... 6.3 / 6.3 eV
Relative energy (zero: lowest compared OMol25 entry of this formula, charge and spin) ... 60.8 kcal/mol
Structure (SMILES) ... P#[PH]P1#P=N1

Element x y z (Å)
P 1.1194 -2.0560 0.4682
P 0.4879 -0.1745 0.8252
P -1.1945 0.9404 -0.1512
P -0.5408 0.0020 -1.8972
N -0.3196 1.5468 -1.5054
H 0.4476 -0.2587 2.2605

Cartesian forces (eV/Å) of the 3 atoms listed first:
-0.41 1.17 -1.06
0.63 -1.66 2.16
-0.57 -0.16 1.26

---

> Among the records above, which one has the lowest E?

C64H153N11O11

---

> The lowest E belongs to which entry?

C64H153N11O11